(1)
Molecular formula: C15H18ClF3N2O
Method: DFT, ωB97M-V/def2-TZVPD

Last column: natural (NBO) charge in e.
Geometry (Å):
H  5.345598  -0.273537  -4.186351  0.205
C  4.008607  -0.397575  -2.530493  -0.427
F  -3.040506  0.276239  4.795079  -0.324
C  0.888457  1.343656  -0.386793  0.677
O  1.063971  2.100155  0.538468  -0.601
H  4.154669  0.676529  -2.405970  0.197
H  2.510890  -0.892542  -1.062941  0.204
H  0.039663  -0.222921  -1.287819  0.445
H  3.911590  -0.411663  -5.988261  0.213
C  -2.518224  -1.775176  1.252964  -0.219
C  4.421072  -0.804288  -3.947154  -0.397
H  0.549606  1.182055  -4.016146  0.200
C  -1.021287  0.508293  1.783439  -0.235
C  1.646302  1.461806  -1.712551  -0.317
F  -0.919657  0.617573  4.778763  -0.323
H  -3.355260  -1.505651  3.205602  0.235
H  2.670267  1.776070  -1.473112  0.211
C  -1.913913  0.009866  2.720732  -0.128
H  4.652254  -1.871691  -3.959511  0.203
C  -2.665098  -1.128786  2.468398  -0.193
C  -1.631970  -1.285570  0.313090  -0.068
C  2.563290  -0.750775  -2.147008  -0.222
H  2.726277  -1.395010  -5.150023  0.193
C  1.297950  0.392984  -3.903524  -0.199
F  -2.246322  2.048701  3.876969  -0.321
C  -0.866526  -0.135043  0.557422  0.220
Cl  -1.461489  -2.112546  -1.198958  0.007
N  -0.001590  0.312472  -0.417482  -0.658
C  3.381376  -0.527466  -5.040628  -0.404
H  -3.092712  -2.661736  1.036418  0.232
H  4.685030  -0.888336  -1.827965  0.217
H  2.113701  1.042407  -5.764643  0.215
H  1.181319  2.286115  -2.260523  0.230
H  2.274747  -1.691932  -2.621793  0.200
C  2.504051  0.702130  -4.802943  -0.430
H  0.841026  -0.541951  -4.249552  0.190
N  1.556080  0.241223  -2.486758  -0.477
H  -0.439409  1.393196  1.988214  0.273
C  -2.034468  0.732285  4.033928  0.974
H  3.090436  1.518688  -4.380166  0.200

Atomic forces in eV per Å
H 0.0393 -0.0786 -0.0242
C -0.0887 -0.1419 -0.0712
F -0.1856 -0.2218 -0.0707
C -0.0432 -0.2448 -0.2498
O 0.1041 0.2912 0.2408
H 0.0394 0.0164 0.0816
H -0.0200 -0.1160 -0.0431
H 0.1065 0.2253 0.1905
H -0.0487 -0.0954 -0.0267
C 0.0586 0.0572 -0.0119
C -0.0654 0.0427 0.0235
H -0.0218 -0.0797 0.0061
C -0.0715 -0.0297 0.0887
C 0.0834 -0.0231 0.0216
F 0.1990 -0.0823 -0.0714
H -0.0528 -0.0231 0.0526
H -0.1281 0.0043 0.0221
C -0.0812 -0.1048 -0.0479
H 0.0956 0.0018 -0.0037
C 0.1032 0.1804 0.0646
C 0.0000 0.1566 0.2403
C 0.2196 0.0316 0.1694
H -0.0190 -0.0235 -0.0746
C 0.0181 0.1590 -0.2102
F 0.0167 0.1322 -0.2144
C -0.2525 -0.0362 0.4246
Cl -0.0038 -0.1069 -0.1495
N -0.0018 -0.2650 -0.4814
C 0.1546 0.1476 0.0278
H -0.0238 -0.0762 -0.0721
H 0.0252 0.0778 0.0511
H 0.0057 0.0727 0.0066
H 0.0397 -0.0382 0.0266
H -0.0216 -0.0925 0.0791
C -0.1856 -0.2641 -0.0188
H -0.0198 0.0757 -0.0809
N -0.0091 0.1796 -0.1417
H 0.0103 0.0172 -0.0156
C 0.0050 0.1227 0.2810
H 0.0201 0.1519 -0.0185

The molecular weight is 334.77 g/mol. The calculation puts the HOMO-LUMO gap at 9.45 eV. As for the SMILES: O=C(CN1CCCCCC1)Nc1cc(C(F)(F)F)ccc1Cl. For the HOMO energy, the calculation gives -8.871 eV. As for the multiplicity: 1.

(2)
Molecular formula: C15H18ClF3N6O6PRh
Method: DFT, ωB97M-V/def2-TZVPD

Last column: natural (NBO) charge in e.
Geometry (Å):
H  0.918793  0.703482  -2.799632  0.231
H  -0.055994  -6.011161  1.019550  0.224
N  1.064837  -0.541712  -1.073108  -0.509
H  3.597564  0.091759  -3.056765  0.231
H  -3.094920  0.001025  1.380971  0.187
C  2.861556  -0.234763  -2.343721  -0.043
F  -3.665247  1.978253  -2.483504  -0.311
C  1.938572  0.711295  3.677483  -0.049
O  3.455474  2.618929  -1.160452  -0.853
N  3.193284  -1.052946  -1.299620  -0.319
N  -0.216149  -3.953099  0.858904  -0.315
F  -3.736000  3.413985  -0.867071  -0.310
H  4.099159  -0.578228  4.424291  0.223
Cl  2.962857  2.231155  0.130961  2.556
H  -2.139037  1.127300  2.354629  0.205
C  -2.917267  2.677294  -1.624756  0.899
H  5.152399  -1.497956  -1.825650  0.217
N  0.634601  -0.011201  2.050486  -0.418
C  2.076855  -1.207618  -0.547433  0.084
C  -2.129598  0.154239  1.869283  -0.714
C  -1.909419  -2.636788  0.408060  -0.059
H  4.546387  -2.378853  -0.417708  0.206
C  0.578968  -5.138526  1.143356  -0.403
C  1.539724  0.066851  -2.193775  -0.046
O  -1.872946  0.563852  -1.129238  -0.640
H  0.953526  -5.111071  2.164687  0.219
H  4.484826  -0.629440  2.694989  0.234
H  4.960824  -0.646051  -0.274003  0.247
C  -2.044483  1.761359  -0.747753  0.669
F  -2.143033  3.508741  -2.332634  -0.308
C  -1.563549  -3.938724  0.615079  -0.068
H  3.755336  -2.050409  3.502277  0.214
C  1.658872  -0.838920  2.156786  0.099
N  2.463891  -0.439144  3.161494  -0.310
C  0.798851  0.972736  2.980390  -0.045
H  -2.147131  -4.841883  0.605551  0.230
C  3.783389  -0.963449  3.458641  -0.407
C  0.233197  -2.678285  0.798519  0.102
H  -1.962101  -0.632322  2.606442  0.180
C  4.548007  -1.416343  -0.925745  -0.411
H  -2.867028  -2.208043  0.172635  0.246
O  -1.532574  2.223979  0.279698  -0.605
O  3.537861  0.928119  0.468621  -0.945
O  1.519024  2.102721  0.085100  -0.884
Rh  -0.645452  0.084545  0.472114  1.017
H  2.431955  1.259620  4.459571  0.233
P  1.978322  -2.181845  0.982948  0.768
O  3.339202  3.184951  1.133100  -0.846
H  1.415590  -5.207811  0.452067  0.224
H  0.116349  1.799843  3.061899  0.246
N  -0.785767  -1.874357  0.520282  -0.371

Atomic forces in eV per Å
H 0.0007 0.0055 0.0161
H 0.0026 -0.0014 0.0019
N -0.1676 0.3210 0.2377
H -0.0259 0.0136 -0.0015
H 0.0186 0.0052 -0.0342
C 0.0674 -0.1002 0.1494
F 0.0123 0.0063 0.0196
C -0.0027 0.1323 0.0172
O 0.0569 0.0845 -0.0228
N -0.0411 -0.2496 -0.1957
N -0.0331 0.0013 -0.0186
F 0.0111 -0.0048 -0.0009
H -0.0090 -0.0144 0.0104
Cl -0.1392 0.0389 -0.0382
H 0.0713 0.0099 0.0057
C -0.0278 0.0117 -0.0291
H -0.0055 -0.0160 -0.0141
N -0.0847 0.2977 -0.3266
C -0.0053 -0.0522 -0.1162
C 0.0848 -0.1234 -0.2555
C -0.0396 -0.0688 -0.0867
H -0.0112 -0.0255 0.0031
C -0.0034 0.0080 -0.0119
C -0.0332 0.0171 -0.0168
O -0.3217 -0.1259 0.1750
H 0.0059 -0.0017 -0.0011
H 0.0215 -0.0112 -0.0041
H -0.0387 -0.0310 -0.0638
C 0.0332 -0.0412 -0.0758
F -0.0009 -0.0090 0.0047
C 0.0398 0.0210 -0.0161
H 0.0109 0.0155 -0.0279
C -0.0494 -0.0425 -0.0916
N 0.0196 0.0337 -0.1032
C -0.0380 -0.0312 0.0891
H -0.0120 0.0103 -0.0005
C 0.0767 -0.0015 0.0050
C 0.0111 -0.0901 -0.1282
H -0.0402 -0.0087 -0.0012
C 0.0120 -0.0385 -0.0332
H 0.0047 0.0283 0.0213
O 0.5788 -0.1309 -0.3608
O -0.0587 0.1508 0.4286
O 0.1941 0.0957 0.1125
Rh -0.4434 0.3106 0.5872
H -0.0074 -0.0081 0.0151
P 0.0798 0.0329 -0.0931
O 0.0102 -0.0190 0.0626
H 0.0040 0.0004 0.0031
H 0.0010 -0.0044 -0.0074
N 0.2108 -0.4010 0.2113

The value obtained for the energy above the lowest of the compared OMol25 structures with the same formula, charge and spin is 0.924 eV. The molecular weight is 604.67 g/mol. The calculation puts the HOMO-LUMO gap at 8.67 eV. For the HOMO energy, the calculation gives -8.762 eV. As for the multiplicity: 1.

(3)
Molecular formula: C15H18GaN3O6Se2
Method: DFT, ωB97M-V/def2-TZVPD

Last column: natural (NBO) charge in e.
Geometry (Å):
N  1.788673  1.071927  0.806576  -0.491
C  -2.874989  -1.629600  0.529232  -0.065
C  -0.803427  4.053600  -1.945722  -0.014
C  2.248426  1.967418  2.941524  -0.172
C  -1.937237  -2.699798  -0.030082  -0.162
H  1.926093  2.402124  -2.602096  0.226
C  -1.378832  -2.405643  -1.431810  -0.555
Se  0.793531  -1.807350  0.946677  -0.291
C  3.589665  1.694008  2.761200  -0.151
H  4.715205  -0.508075  -1.783550  0.511
C  1.362988  1.623468  1.930982  0.142
O  -3.794925  -3.993097  -1.033463  -0.738
H  -3.060527  -4.282677  0.892556  0.159
H  0.727186  4.752019  -3.370240  0.239
N  0.255760  2.179958  -1.379674  -0.339
C  -0.142290  1.823348  2.029296  0.763
H  -3.617699  -0.797390  -1.047846  0.487
O  2.484156  0.013229  -1.524993  -0.554
C  3.357449  0.193740  -0.714306  0.784
H  4.304261  1.932826  3.538431  0.232
H  -2.322600  -0.721817  0.774855  0.197
C  0.993048  2.828424  -2.269576  -0.007
H  -1.505584  2.661302  -0.492421  0.452
O  -0.576123  2.459211  2.963453  -0.594
H  5.065967  0.874696  1.401297  0.246
O  4.643871  -0.090446  -0.909688  -0.654
H  -2.040085  -4.816591  -0.446312  0.175
H  -4.276837  -3.167656  -0.877554  0.492
H  -0.379136  -2.822364  -1.524300  0.231
H  1.859634  2.425341  3.839679  0.259
H  -0.463605  -3.939615  0.966780  0.219
C  4.024629  1.103595  1.575466  -0.181
H  -1.250131  -2.772464  2.015811  0.216
O  -3.981045  -1.329106  -0.323987  -0.752
C  3.079764  0.813441  0.617274  0.077
O  -0.807043  1.283572  1.055778  -0.843
C  -0.834996  -2.916504  1.020021  -0.521
Ga  0.174193  0.230309  -0.275915  1.260
H  -2.016735  -2.861342  -2.184796  0.244
Se  -1.247862  -0.536324  -2.009603  -0.247
H  -3.303415  -2.007727  1.459585  0.183
H  -1.598941  4.779803  -1.909036  0.232
C  0.372012  4.021308  -2.664440  -0.340
C  -2.714709  -4.023133  -0.116810  -0.046
N  -0.837720  2.940037  -1.198253  -0.311

Atomic forces in eV per Å
N 0.0094 -0.0350 -0.0030
C -0.1589 0.0540 -0.0454
C 0.0238 -0.0253 0.0174
C -0.0422 0.0560 0.0573
C 0.1132 -0.0119 0.0563
H -0.0468 -0.0043 0.0042
C 0.0036 0.0178 0.0133
Se -0.0173 0.1563 -0.0841
C 0.1299 -0.0151 -0.0189
H 0.0503 0.0162 0.0499
C 0.0482 -0.0558 -0.1226
O 0.1155 -0.1514 0.1336
H -0.0318 -0.0445 0.0171
H -0.0095 -0.0430 0.0246
N -0.1923 0.2435 0.0927
C 0.1342 -0.0044 0.0627
H -0.0364 0.0298 -0.0387
O 0.0067 -0.0662 -0.0920
C 0.0228 0.2216 0.1924
H -0.0137 -0.0075 -0.0258
H 0.0121 0.0880 0.0012
C 0.1310 -0.1122 -0.1419
H 0.0090 -0.0651 0.0249
O -0.1374 -0.0210 -0.0739
H -0.0194 0.0007 0.0086
O -0.1006 -0.1149 -0.1337
H -0.0164 -0.0309 -0.0496
H 0.0222 0.0560 -0.0228
H 0.0305 -0.0951 0.0066
H -0.0084 -0.0103 -0.0032
H 0.0193 -0.0227 -0.0476
C 0.0966 0.0612 0.1187
H -0.0213 -0.0372 0.0394
O 0.1487 0.0433 0.0753
C -0.0637 -0.0268 -0.0755
O -0.0964 0.1379 0.0012
C 0.0110 0.0213 -0.0759
Ga -0.0583 -0.3459 0.0883
H -0.0332 -0.0340 -0.0048
Se 0.0549 0.2075 0.0119
H -0.0372 0.0098 -0.0001
H 0.0256 -0.0535 0.0023
C -0.0204 -0.0240 0.0506
C -0.1152 -0.0430 -0.0815
N 0.0583 0.0799 -0.0096

The molecular weight is 563.97 g/mol. The calculation puts the HOMO-LUMO gap at 6.90 eV. For the HOMO energy, the calculation gives -7.847 eV. As for the multiplicity: 1.

(4)
Molecular formula: C15H18IMnN5O4STe
Method: DFT, ωB97M-V/def2-TZVPD

Last column: natural (NBO) charge in e.
Geometry (Å):
H  -4.287898  -2.109974  0.663287  0.229
H  -2.855798  4.139026  2.868087  0.246
C  -3.795798  -2.623674  -0.165213  -0.228
H  2.973002  1.985326  0.164587  0.441
C  -1.528498  -0.372374  2.059087  0.757
N  -2.908098  -1.720974  -0.878813  -0.568
H  -4.556598  -3.010174  -0.846813  0.216
N  -1.587798  -3.376374  -0.358013  -0.541
O  -0.689498  -0.861874  1.199287  -0.757
C  -1.613498  1.150426  1.932287  0.111
H  4.245802  -1.599074  -2.223213  0.224
H  4.499702  2.083726  2.208787  0.250
O  0.325702  4.043226  -1.219113  -0.534
H  -2.836698  1.736426  3.587787  0.262
H  0.497002  0.799226  -4.274813  0.233
O  -2.221098  -1.014874  2.810687  -0.558
H  -0.719298  -3.850474  -0.173713  0.439
Mn  0.106402  0.215026  -0.125813  1.478
C  -2.829898  -3.724774  0.315587  -0.232
Te  2.518402  0.462626  -2.552113  0.484
C  0.022802  2.980226  -0.741613  0.758
H  1.842002  -1.295974  2.284287  0.241
C  2.378502  -0.395474  2.053487  -0.035
C  3.978802  -1.043774  -3.114613  -0.870
C  3.412702  0.221326  2.765787  -0.286
N  -0.926198  1.543126  0.856387  -0.512
C  -1.575798  3.793926  1.187087  -0.192
C  -2.295598  3.403226  2.312187  -0.113
H  -3.156998  -4.722274  0.016987  0.223
C  -1.668198  -2.195774  -0.953113  0.368
H  4.874002  -0.594674  -3.530813  0.229
N  2.117202  0.289426  0.945287  -0.392
C  -2.309298  2.067926  2.706587  -0.186
H  1.037802  -0.893174  -4.353313  0.223
H  -2.692098  -3.705974  1.401187  0.231
H  -3.227598  -0.913874  -1.387913  0.435
H  3.543702  -1.715274  -3.848113  0.228
O  0.436402  1.809026  -1.150513  -0.777
C  3.759402  1.330926  2.021287  -0.027
C  1.357202  0.145226  -4.332613  -0.843
H  -1.527998  4.818726  0.856487  0.265
C  -0.880798  2.823726  0.481687  0.121
N  2.964902  1.330926  0.938787  -0.312
S  -0.385098  -1.434574  -1.785013  -0.195
I  4.229102  -0.389374  4.583687  0.230
H  1.955602  0.392026  -5.205413  0.235

Atomic forces in eV per Å
H 0.0667 -0.1111 -0.0656
H -0.0001 0.0509 0.1158
C -0.4614 -0.1445 0.1413
H -0.1024 -0.1794 0.0757
C -1.0204 0.5665 0.7705
N 0.2347 0.0604 0.1588
H 0.0327 -0.0150 0.0931
N -0.0782 0.2466 -0.0417
O 0.8166 -0.7437 -0.4939
C 0.0038 -0.2040 -0.0266
H 0.0014 -0.1099 0.0876
H 0.1093 0.1404 -0.1030
O -0.2634 -0.3602 0.2839
H -0.0874 -0.0742 -0.0034
H -0.1583 0.1019 -0.0282
O 0.2765 0.2551 -0.1778
H 0.0747 0.1989 -0.1343
Mn 0.6567 0.0839 -0.4448
C -0.2833 -0.3634 0.3577
Te 0.6131 -0.7465 -0.7162
C -0.2394 0.7868 0.2324
H -0.1606 -0.0733 0.0510
C 0.3168 0.2582 -0.0320
C -0.1577 0.3150 0.1594
C 0.2118 -0.0751 0.4432
N -0.5470 0.9707 0.8320
C 0.2358 -0.2610 -0.1572
C 0.1045 -0.1478 -0.1992
H -0.0049 0.1087 0.0574
C -0.3166 -0.2628 -0.1382
H -0.0209 0.1524 -0.0351
N -0.7200 -0.0583 -0.1790
C 0.1716 -0.2839 -0.2074
H 0.0259 0.0105 -0.0234
H -0.0227 0.0635 -0.1565
H 0.2070 -0.0428 -0.0613
H -0.1398 -0.0246 0.0213
O 0.0870 -0.5963 -0.1730
C -0.1064 -0.3700 0.1503
C 0.2009 0.1233 0.2656
H -0.0047 0.1103 -0.0414
C 0.1077 -0.0198 -0.1302
N -0.0333 0.1980 -0.0183
S 0.5548 0.3216 -0.1060
I -0.1822 0.1507 -0.4595
H 0.0013 -0.0065 0.0562

The value obtained for the energy above the lowest of the compared OMol25 structures with the same formula, charge and spin is 0.547 eV. The molecular weight is 673.85 g/mol. As for the expectation value of S²: 6.0565. The calculation puts the HOMO-LUMO gap (alpha / beta) at 5.69 / 6.25 eV. The total charge is +1. For the HOMO energy (alpha / beta), the calculation gives -10.245 / -10.256 eV. As for the multiplicity: 5.